#a
20
Properties=species:S:1:pos:R:3 method="wB97M-V/def2-TZVPD" homo_lumo_gap_ev=8.90 total_charge=0 e_lumo_ev=0.870 multiplicity=1
N -1.232 -0.743 -1.443
N 0.795 1.737 -1.408
C -1.093 -0.445 -0.086
C 0.318 0.155 0.300
C -1.958 -0.908 0.815
C 1.460 -0.731 -0.202
C 0.029 1.452 -0.374
C 0.448 0.416 1.797
H -1.817 -0.811 1.876
H 1.624 1.211 -1.693
H 0.682 2.633 -1.865
H -0.959 0.006 -2.058
H -2.142 -1.110 -1.681
H 1.448 -1.670 0.350
H 2.423 -0.238 -0.053
H -0.381 1.022 2.157
H 1.350 -0.969 -1.260
H -2.834 -1.457 0.506
H 0.469 -0.520 2.346
H 1.370 0.970 1.977

=====

#b
20
Properties=species:S:1:pos:R:3 method="wB97M-V/def2-TZVPD" homo_lumo_gap_ev=10.37 smiles=CC[C@@](C)(C#N)NC total_charge=0 e_lumo_ev=0.881 multiplicity=1
N -1.622 -0.007 2.679
N 0.967 -0.364 0.742
C -0.096 0.104 -2.088
C -1.008 -0.215 -0.888
C -1.119 0.176 1.655
C -0.269 0.264 0.452
C 1.066 -1.827 0.829
C 0.080 1.842 0.261
H 0.487 2.233 1.147
H -0.505 1.050 -2.343
H 1.326 0.045 1.610
H -1.208 -1.237 -0.734
H 0.317 -2.268 1.604
H 1.005 -2.168 -0.184
H -2.020 0.238 -1.118
H 0.832 0.238 -1.648
H -0.148 -0.662 -2.847
H 2.051 -1.818 1.225
H -0.879 2.479 0.277
H 0.742 1.895 -0.630

=====

#c
20
Properties=species:S:1:pos:R:3 method="wB97M-V/def2-TZVPD" homo_lumo_gap_ev=9.37 smiles=Cc1c[nH]cn1.CC total_charge=0 e_lumo_ev=0.885 multiplicity=1
N -0.581 -3.042 1.245
N 1.491 -2.236 1.121
C 0.677 -3.380 1.106
C -1.902 -0.793 1.226
C 0.589 -1.190 1.086
C 0.380 2.025 -1.161
C -0.682 -1.673 1.107
C 0.219 3.094 -2.215
H 0.250 2.467 -0.173
H -2.749 -1.348 1.602
H 1.427 1.717 -1.312
H 0.661 4.049 -1.912
H 0.839 -4.425 1.312
H -1.725 0.104 1.811
H -0.841 3.194 -2.476
H 0.934 -0.180 0.968
H -0.214 1.109 -1.232
H 2.442 -2.057 0.851
H 0.753 2.924 -3.143
H -1.969 -0.361 0.190

=====

Which of them is the least stable? Correct choice: #a.

=====

#a
20
Properties=species:S:1:pos:R:3 method="wB97M-V/def2-TZVPD" homo_lumo_gap_ev=9.54 smiles="C=CC(C)(C)/C=N/N" total_charge=0 e_lumo_ev=0.895 multiplicity=1
N 1.579 2.820 0.526
N 0.708 2.135 -0.433
C -1.448 -0.816 0.717
C 0.438 1.153 0.352
C -0.174 -0.186 -0.103
C -0.742 -0.120 -1.606
C -1.872 -1.997 1.046
C 1.013 -1.210 -0.338
H 0.241 -0.165 -2.242
H 0.786 1.093 1.440
H 1.717 -0.255 -0.774
H 1.828 2.181 1.394
H 0.515 -2.121 -0.763
H -0.860 1.112 -1.749
H -2.066 0.033 1.214
H -2.732 -2.248 1.684
H -1.290 -2.981 0.987
H 2.155 3.579 0.024
H 1.571 -1.174 0.568
H -1.368 -0.832 -1.944

=====

#b
20
Properties=species:S:1:pos:R:3 method="wB97M-V/def2-TZVPD" homo_lumo_gap_ev="6.89 / 6.90" smiles="CC(C)CC(N)=C=N" total_charge=0 e_lumo_ev="0.522 / 0.534" multiplicity=1
N -2.135 0.501 1.108
N 0.461 -0.844 2.711
C 1.046 -0.827 0.305
C 0.272 1.636 -0.960
C 0.085 -0.642 1.393
C 0.498 0.145 -1.144
C -0.553 -0.522 -2.016
C -1.100 -0.107 1.085
H 2.068 -0.563 0.597
H 1.294 -1.398 2.874
H -0.396 -1.603 -2.077
H -0.495 -0.133 -3.041
H -0.078 -0.346 3.410
H -2.471 0.715 2.053
H 0.484 2.159 -1.901
H 0.933 2.053 -0.195
H -0.764 1.872 -0.705
H -1.568 -0.336 -1.656
H 0.963 -1.798 -0.180
H 1.457 0.037 -1.660

=====

Which of them is the least stable? Correct choice: #a.

=====

#a
20
Properties=species:S:1:pos:R:3 method="wB97M-V/def2-TZVPD" homo_lumo_gap_ev=8.03 total_charge=0 e_lumo_ev=0.364 multiplicity=1
N 2.095 -0.877 -1.162
N -2.323 -1.528 0.179
C -1.230 -1.274 -0.311
C 0.296 0.233 1.692
C 0.792 -0.374 -1.155
C -0.924 1.705 0.014
C -0.249 -1.398 -1.190
C 0.244 0.770 0.271
H 1.158 1.359 0.132
H 1.122 -0.467 1.829
H -2.720 -1.133 1.023
H 2.282 -1.616 -0.500
H -0.175 -2.246 -1.862
H -1.879 1.214 0.205
H -0.878 2.578 0.672
H -0.931 2.064 -1.017
H 0.440 1.056 2.399
H 2.839 -0.204 -1.277
H -0.632 -0.274 1.954
H 0.674 0.413 -1.897

=====

#b
20
Properties=species:S:1:pos:R:3 method="wB97M-V/def2-TZVPD" homo_lumo_gap_ev=9.42 total_charge=0 e_lumo_ev=0.789 multiplicity=1
N 3.772 -0.260 -0.051
N 3.956 -0.533 -1.240
C -0.581 -0.051 0.062
C -0.033 1.339 -0.026
C -1.458 -0.993 -0.610
C -0.895 2.609 0.350
C -2.239 -1.936 0.269
C 0.259 0.291 0.988
H 4.364 -0.894 0.554
H 4.714 -1.273 -1.505
H -0.710 -1.585 -1.203
H -2.204 -0.740 -1.436
H 0.762 1.582 -0.769
H 0.889 0.285 1.883
H -2.741 -2.698 -0.355
H -0.894 3.303 -0.490
H -0.551 3.193 1.200
H -1.843 2.271 0.604
H -1.510 -2.387 0.905
H -3.056 -1.523 0.870

=====

#c
20
Properties=species:S:1:pos:R:3 method="wB97M-V/def2-TZVPD" homo_lumo_gap_ev=8.04 smiles="C=C=N.C=CC.C=N" total_charge=0 e_lumo_ev=0.525 multiplicity=1
N 0.408 0.286 -2.334
N 1.204 0.367 3.017
C -0.136 -1.853 -0.348
C -0.163 0.832 -1.338
C -2.171 -0.417 -0.084
C -0.820 -0.566 0.036
C 1.691 1.354 0.726
C 1.283 0.792 1.884
H -0.670 -2.359 -1.153
H 1.852 2.425 0.742
H 0.683 1.141 -0.371
H -0.051 -2.511 0.517
H 0.867 -1.651 -0.733
H -0.963 1.580 -1.417
H -2.685 0.440 0.328
H -0.011 0.521 -3.233
H -0.359 -0.092 0.923
H -2.755 -1.079 -0.709
H 0.337 -0.035 3.374
H 2.458 0.823 0.173

=====

Which of them is the least stable? Correct choice: #c.

=====

#a
20
Properties=species:S:1:pos:R:3 method="wB97M-V/def2-TZVPD" homo_lumo_gap_ev=9.22 smiles=Cc1c[nH]cn1.CC total_charge=0 e_lumo_ev=0.880 multiplicity=1
N -0.674 1.498 -1.928
N -1.086 0.844 0.138
C 0.929 -2.532 1.875
C -0.134 -2.680 0.787
C 1.325 0.761 0.941
C 0.239 0.787 -0.063
C -1.649 1.219 -1.031
C 0.535 1.171 -1.373
H -2.703 1.063 -1.206
H 1.822 -2.067 1.442
H 1.461 1.030 -1.902
H 1.137 -0.019 1.722
H -0.840 1.844 -2.859
H 2.340 0.618 0.603
H 1.132 1.526 1.676
H -0.702 -1.725 0.803
H 0.177 -2.631 -0.262
H 0.948 -1.698 2.593
H -0.852 -3.474 0.949
H 1.121 -3.491 2.349

=====

#b
20
Properties=species:S:1:pos:R:3 method="wB97M-V/def2-TZVPD" homo_lumo_gap_ev=9.50 total_charge=0 e_lumo_ev=0.950 multiplicity=1
N 0.220 -0.305 -1.298
N 1.216 0.698 -1.062
C 2.009 -0.848 0.472
C 2.064 0.458 -0.219
C -0.601 1.447 0.455
C -1.107 0.045 0.612
C -2.117 -0.451 -0.434
C -0.627 -0.901 -0.343
H 0.443 1.833 0.601
H -1.123 1.686 -0.617
H 2.738 1.107 -0.132
H -0.327 -2.024 -0.265
H -1.372 2.052 1.066
H 1.011 -1.626 0.173
H -1.492 -0.568 1.589
H 1.751 -0.617 1.723
H -0.465 0.367 -1.873
H 3.058 -1.507 0.676
H -2.790 -1.149 0.184
H -2.491 0.304 -1.308

=====

Which of them is the least stable? Correct choice: #b.

=====

#a
10
Properties=species:S:1:pos:R:3 method="wB97M-V/def2-TZVPD" homo_lumo_gap_ev=9.18 smiles="N=O.CN" total_charge=0 e_lumo_ev=0.744 multiplicity=1
O -1.342 -3.005 0.516
N -0.444 -2.216 0.330
N -0.696 0.013 -0.182
C 0.579 0.462 0.285
H 1.121 0.748 -0.661
H 0.654 1.420 0.867
H 1.078 -0.390 0.930
H -1.480 0.667 0.162
H -0.777 -0.227 -1.113
H -0.044 -2.134 -0.583

=====

#b
10
Properties=species:S:1:pos:R:3 method="wB97M-V/def2-TZVPD" homo_lumo_gap_ev=8.90 total_charge=0 e_lumo_ev=0.512 multiplicity=1
O 0.074 -1.001 2.359
N 0.142 0.084 0.979
N -0.470 -0.785 -1.549
C 0.549 1.251 1.193
H 0.824 1.553 2.192
H 0.630 1.964 0.378
H 0.331 -0.627 -2.148
H -1.269 -0.300 -1.940
H -0.144 -0.360 0.081
H -0.666 -1.778 -1.544

=====

Which of them is the least stable? Correct choice: #b.

=====

#a
63
Properties=species:S:1:pos:R:3 method="wB97M-V/def2-TZVPD" homo_lumo_gap_ev=9.62 total_charge=0 e_lumo_ev=-0.507 multiplicity=1
O -4.636 1.862 -1.560
O -2.821 -4.291 1.196
O 3.286 3.401 -0.488
O -0.148 2.166 2.087
O -2.776 -1.266 -1.256
O -1.436 -1.800 1.802
O -2.715 0.738 0.761
O -1.623 1.508 -2.785
O -1.054 -2.876 4.017
O -0.574 1.221 -0.521
O 0.859 -4.555 -0.485
O 1.567 2.565 -3.197
O -0.151 -0.319 -3.457
O 1.110 -0.933 4.115
O 1.487 -1.910 0.772
O -0.991 4.413 2.022
O -0.267 -1.540 -1.197
O 4.298 0.496 -1.894
O 1.877 -1.934 -2.621
O 3.447 0.267 0.537
O 2.400 1.901 3.547
H -0.660 -2.269 1.354
H -0.519 -0.998 -3.879
H 0.694 -0.970 -3.239
H 2.957 1.023 3.373
H 1.128 -2.305 -2.270
H 1.782 1.573 4.197
H -2.887 -1.244 -2.217
H 3.975 -0.339 -2.253
H 3.516 1.177 -2.144
H -1.478 4.838 1.367
H -1.705 -1.017 1.280
H 0.249 -0.379 4.099
H -2.361 1.452 -3.390
H -4.111 2.745 -1.110
H -2.873 -0.274 -1.184
H 3.758 2.823 0.169
H -0.465 2.421 2.888
H 2.831 0.722 1.150
H -1.534 -2.041 4.296
H -0.855 1.790 1.675
H -2.745 -3.483 0.730
H 0.455 -3.659 -0.157
H -1.988 1.409 1.071
H -0.099 -0.585 -1.050
H -1.415 -3.433 3.286
H 2.304 -1.400 1.104
H 0.253 -5.310 -0.356
H -3.572 -3.997 1.825
H 1.486 1.796 -3.860
H -1.424 -1.671 -1.274
H 0.066 1.476 0.178
H 2.720 3.987 0.089
H -0.409 1.949 -1.272
H -4.301 1.304 -0.883
H -2.217 0.420 -0.017
H -0.896 1.505 -3.407
H 1.074 -1.830 4.255
H 1.377 -1.669 -0.155
H -0.301 3.889 1.650
H 1.617 3.374 -3.701
H 2.147 -2.527 -3.248
H 3.285 0.611 -0.359

=====

#b
63
Properties=species:S:1:pos:R:3 method="wB97M-V/def2-TZVPD" homo_lumo_gap_ev=10.65 total_charge=0 e_lumo_ev=-0.383 multiplicity=1
O 2.635 0.811 4.332
O 3.875 -0.127 -2.657
O -1.931 -0.084 -3.939
O -3.608 3.335 1.443
O 0.994 -1.534 -4.243
O -1.564 -1.988 -0.562
O -1.522 -4.993 0.805
O 1.930 -1.375 -0.760
O -2.096 3.452 -3.390
O -0.767 -0.225 3.273
O -2.040 0.542 -0.556
O 0.997 -4.250 1.281
O 0.581 0.497 1.038
O 1.571 3.071 2.770
O -0.946 2.779 -0.536
O -1.091 2.409 2.551
O -4.135 -2.241 -1.311
O 4.047 -3.379 -0.787
O -0.102 -3.521 3.824
O 2.498 3.805 -0.102
O 0.741 3.014 -2.886
H -2.350 -4.511 0.939
H -1.752 3.120 -0.109
H -0.747 -3.961 3.269
H 2.001 1.471 4.640
H -0.698 2.334 1.678
H 1.675 -2.159 -0.252
H -0.946 -4.229 0.649
H 3.570 -0.250 -1.754
H 0.878 -0.180 1.636
H -0.395 -0.955 2.790
H -2.083 2.842 -4.132
H -1.812 -0.209 -2.989
H -1.917 -0.329 -0.971
H -2.203 2.943 -2.580
H -1.377 0.322 2.774
H 1.785 3.679 3.481
H -1.914 -1.995 0.326
H 2.369 0.097 4.914
H 1.246 -1.616 -3.313
H 1.454 -0.690 -0.298
H -3.455 -1.854 -1.842
H 4.605 0.474 -2.750
H 0.418 2.461 -2.173
H -1.826 -2.722 -1.112
H 2.022 3.538 2.071
H 1.936 4.285 -0.721
H 0.664 -5.074 0.918
H 0.520 1.351 1.431
H -1.162 0.943 -0.387
H 3.207 -3.261 -1.196
H -0.109 3.197 -3.317
H -1.129 -0.546 -4.225
H -4.483 3.014 1.293
H -0.227 3.273 -0.125
H -4.520 -1.586 -0.727
H 1.755 -1.090 -4.610
H 4.464 -2.585 -1.117
H -0.377 -2.932 4.520
H -3.058 3.236 2.209
H 2.870 3.183 -0.741
H -0.603 1.780 3.116
H 1.447 -4.427 2.112

=====

#c
63
Properties=species:S:1:pos:R:3 method="wB97M-V/def2-TZVPD" homo_lumo_gap_ev=9.81 total_charge=0 e_lumo_ev=-0.733 multiplicity=1
O 4.070 2.502 -0.683
O -5.336 0.465 -0.003
O 1.264 -2.448 4.357
O -1.346 -0.490 -3.096
O 1.263 -4.458 -0.608
O 2.769 -0.028 4.562
O 1.423 3.295 2.958
O 0.657 -1.188 -1.393
O 0.921 0.969 0.593
O 0.450 -2.901 -4.155
O -1.949 4.318 -0.557
O 1.918 -1.115 1.982
O 0.938 4.229 -0.166
O 0.544 2.495 -3.408
O 2.933 -1.455 -4.089
O -0.420 0.530 4.166
O -4.417 0.304 -2.869
O 3.435 -3.090 0.976
O -3.201 -3.824 -1.272
O -2.951 1.940 2.656
O -2.146 -0.212 0.730
H 2.686 0.567 3.755
H -2.375 1.317 2.190
H -3.677 2.288 2.182
H 2.994 -3.762 0.528
H 2.253 -1.768 1.306
H -3.344 -2.918 -1.172
H 1.022 -3.354 4.021
H -0.108 -1.011 -1.898
H 0.013 1.295 0.585
H 1.240 -0.580 1.562
H 0.912 3.845 0.702
H -2.813 3.993 -0.388
H -0.497 -0.299 3.777
H 0.914 -3.628 -0.914
H 0.987 -2.501 -4.843
H 3.710 -0.891 -4.044
H 2.164 2.839 3.101
H -3.924 1.094 -3.181
H 1.127 3.274 3.905
H 0.924 -0.353 -0.650
H 3.814 3.092 -1.526
H 3.269 2.682 -0.348
H -2.304 -3.919 -1.209
H -4.304 0.311 -1.961
H 2.547 -1.558 -3.179
H -5.408 -0.438 0.230
H 3.602 -3.418 1.870
H 0.598 5.070 -0.202
H -2.959 -0.303 0.271
H 2.088 -4.046 -0.571
H -2.240 -0.282 -2.894
H -1.569 -0.790 0.282
H -1.381 3.539 -0.363
H 0.971 -3.717 -3.939
H 2.079 0.244 5.140
H -0.087 1.768 -3.739
H 1.218 2.443 -4.112
H 1.622 1.510 0.276
H -5.373 1.041 0.698
H -1.393 0.895 3.952
H 1.703 -2.086 3.656
H -1.523 -1.324 -3.533

=====

Which of them is the least stable? Correct choice: #a.

=====

#a
45
Properties=species:S:1:pos:R:3 method="wB97M-V/def2-TZVPD" homo_lumo_gap_ev=8.46 smiles="O=C(CCCCCN1C(=O)c2ccccc2C1=O)NCc1ccco1" total_charge=0 e_lumo_ev=-0.084 multiplicity=1
O -4.120 -0.267 0.145
O 4.784 -0.410 -0.212
O -0.166 -0.286 -1.500
O -0.031 -0.011 2.129
N -2.154 0.142 1.266
N 1.872 0.659 -1.603
C -1.625 -3.889 -0.878
C -0.988 -1.740 0.708
C -1.249 2.696 0.089
C -2.237 -1.812 0.086
C -3.000 -0.594 0.447
C 0.524 0.699 -1.674
C 3.438 -0.395 -0.059
C -0.049 -2.737 0.550
C 2.594 -0.557 -1.279
C -2.572 -2.882 -0.715
C 5.323 -0.225 1.006
C -2.515 1.401 1.880
C 4.349 -0.083 1.944
C -0.389 -3.818 -0.257
C 3.118 -0.191 1.252
C -1.410 2.257 -1.367
C -0.927 -0.468 1.459
C -2.558 2.559 0.880
C -0.057 2.053 -2.049
H 0.915 -2.672 1.030
H 2.134 -0.126 1.670
H 4.484 0.077 2.994
H 0.327 -4.613 -0.407
H 3.240 -0.842 -2.117
H -0.906 3.733 0.109
H -1.995 3.003 -1.908
H 1.828 -1.324 -1.129
H -1.948 1.308 -1.411
H 0.633 2.858 -1.792
H 2.411 1.502 -1.715
H -0.190 2.047 -3.134
H -1.856 -4.738 -1.505
H -0.474 2.090 0.562
H -2.765 3.469 1.445
H -3.497 1.283 2.348
H -3.534 -2.929 -1.201
H -1.763 1.594 2.650
H -3.390 2.398 0.192
H 6.393 -0.219 1.071

=====

#b
45
Properties=species:S:1:pos:R:3 method="wB97M-V/def2-TZVPD" homo_lumo_gap_ev=8.93 smiles="COc1ccc(CNC(=O)[C@H]2CC(c3ccc(OC)cc3)=NO2)cc1" total_charge=0 e_lumo_ev=0.783 multiplicity=1
O -0.709 -1.995 -0.732
O 0.488 0.823 1.059
O -7.628 -0.226 0.868
O 7.962 -0.267 -0.337
N 1.811 1.056 0.797
N -1.505 0.118 -0.540
C 1.582 -1.259 0.826
C 4.608 1.106 0.284
C 5.906 -1.317 0.007
C -4.298 -1.118 -0.208
C -0.717 -0.907 -0.193
C -3.901 -0.011 -0.954
C 6.633 -0.128 -0.100
C -2.525 0.021 -1.566
C -8.570 0.812 0.756
C -6.424 -0.085 0.247
C -5.539 -1.157 0.385
C 5.966 1.088 0.040
C 8.754 0.891 -0.453
C 4.552 -1.294 0.249
C -6.033 1.023 -0.495
C 3.878 -0.078 0.394
C -4.778 1.052 -1.082
C 0.216 -0.589 0.989
C 2.457 -0.037 0.659
H 6.497 2.023 -0.038
H -0.303 -0.873 1.912
H 4.086 2.043 0.395
H 4.014 -2.225 0.327
H -9.442 0.480 1.315
H -5.857 -2.011 0.963
H -6.690 1.869 -0.622
H 9.768 0.537 -0.637
H -2.426 0.866 -2.252
H -4.488 1.922 -1.655
H 8.739 1.482 0.468
H -2.327 -0.910 -2.105
H -3.620 -1.952 -0.100
H 1.883 -1.842 1.698
H -8.854 0.987 -0.287
H 8.433 1.516 -1.293
H -8.195 1.744 1.191
H 6.436 -2.250 -0.106
H 1.588 -1.907 -0.052
H -1.423 0.980 -0.021

=====

Which of them is the least stable? Correct choice: #b.